[1]
A structure of composition C2H2LiO2Tb at a distorted geometry. Source: the Open Molecules 2025 dataset; level of theory: ωB97M-V/def2-TZVPD.

The geometry in XYZ format:
```
8
Properties=species:S:1:pos:R:3:lowdin_charge:R:1
H 1.033 1.370 -0.386 0.097
O -0.277 -1.570 -0.669 0.070
C 0.037 -0.529 -0.096 -0.428
C -0.429 0.800 -0.665 -0.435
O -1.080 0.837 -1.777 -0.155
Li -2.171 -0.534 -2.270 0.867
Tb 2.377 -0.322 0.938 1.839
H -0.882 1.362 0.189 0.144
```

Summary:
HOMO energy (spin up / spin down) ... -17.5 / -17.5 eV
Net charge ... +2
LUMO energy (spin up / spin down) ... -10.434 / -9.646 eV
Multiplicity ... 7
Electronic energy ... -1059.1000 a.u.
Energy above the lowest of the compared OMol25 structures with the same formula, charge and spin ... 3.218 eV



[2]
A structure of composition C2H2N10 at a distorted geometry. Source: the Open Molecules 2025 dataset; level of theory: ωB97M-V/def2-TZVPD.

The geometry in XYZ format:
```
14
Properties=species:S:1:pos:R:3:lowdin_charge:R:1
C -2.569 -0.475 0.283 -0.330
C -0.063 -1.732 0.189 -0.578
N -4.293 0.338 -0.523 -0.202
N 0.522 -3.727 -0.152 -0.203
N -2.973 0.504 -0.512 -0.081
N -0.491 -2.992 0.311 -0.032
N -3.532 -1.235 0.768 -0.067
N 1.186 -1.682 -0.330 -0.066
N -4.621 -0.689 0.230 -0.202
N 1.507 -2.963 -0.520 -0.210
N -0.064 0.598 0.239 -0.046
N -0.665 -0.598 0.676 -0.069
H 0.436 0.987 1.045 0.054
H 0.621 0.370 -0.491 0.034
```

Summary:
HOMO energy ... -0.6 eV
Net charge ... -2
LUMO energy ... 7.231 eV
Electronic energy ... -624.8390 a.u.
Energy above the lowest of the compared OMol25 structures with the same formula, charge and spin ... 1.076 eV



[3]
The molecule C2H2N2O at a distorted geometry. Source: the Open Molecules 2025 dataset; level of theory: ωB97M-V/def2-TZVPD.

The geometry in XYZ format:
```
7
Properties=species:S:1:pos:R:3:lowdin_charge:R:1
N -0.331 2.115 -0.242 0.096
C -0.023 1.029 0.203 -0.095
C 0.164 -0.593 0.196 -0.522
N -0.754 -1.102 -0.713 0.138
O 1.112 -0.888 0.808 0.120
H -1.398 -0.512 -1.358 0.169
H -0.751 -2.096 -0.816 0.094
```

Summary:
HOMO energy ... -11.3 eV
Structure (SMILES) ... N#CC(N)=O
LUMO energy ... 0.461 eV
Electronic energy ... -262.1187 a.u.
Energy above the lowest of the compared OMol25 structures with the same formula, charge and spin ... 1.231 eV



[4]
The molecule C2H2N2O at a distorted geometry. Source: the Open Molecules 2025 dataset; level of theory: ωB97M-V/def2-TZVPD.

The geometry in XYZ format:
```
7
Properties=species:S:1:pos:R:3:lowdin_charge:R:1
N 2.502 0.531 -0.053 0.150
C 1.394 0.522 -0.126 -0.163
N -0.177 0.546 -0.238 0.094
C -0.762 -0.628 0.007 -0.466
O -0.322 -1.717 -0.077 0.081
H -0.650 1.271 0.290 0.122
H -1.985 -0.525 0.196 0.181
```

Summary:
HOMO energy ... -11.0 eV
Structure (SMILES) ... N#CNC=O
LUMO energy ... 0.451 eV
Electronic energy ... -262.0987 a.u.
Energy above the lowest of the compared OMol25 structures with the same formula, charge and spin ... 1.775 eV



[5]
The molecule C2H2N2O at a distorted geometry. Source: the Open Molecules 2025 dataset; level of theory: ωB97M-V/def2-TZVPD.

The geometry in XYZ format:
```
7
Properties=species:S:1:pos:R:3:lowdin_charge:R:1
C 0.567 -0.550 -0.263 -0.128
C 0.164 0.425 0.690 -0.121
N -0.952 0.976 0.264 0.060
O -1.225 0.402 -0.916 -0.097
N -0.287 -0.529 -1.249 0.069
H 1.356 -1.295 -0.259 0.112
H 0.376 0.571 1.733 0.105
```

Summary:
HOMO energy ... -11.5 eV
Structure (SMILES) ... c1cnon1
LUMO energy ... 0.703 eV
Electronic energy ... -262.0722 a.u.
Energy above the lowest of the compared OMol25 structures with the same formula, charge and spin ... 2.497 eV



[6]
A cluster of 2 separate species, C2H2N2O in total at a distorted geometry. Source: the Open Molecules 2025 dataset; level of theory: ωB97M-V/def2-TZVPD.

The geometry in XYZ format:
```
7
Properties=species:S:1:pos:R:3:lowdin_charge:R:1
C -1.375 -0.440 -0.010 -0.209
C -0.118 0.195 0.012 -0.427
N -2.457 -0.812 0.020 0.183
N 0.914 0.895 -0.677 0.095
O 0.316 1.263 0.608 0.038
H 0.759 -1.594 0.615 0.154
H 1.960 0.494 -0.568 0.166
```

Summary:
HOMO energy (spin up / spin down) ... -9.4 / -10.3 eV
LUMO energy (spin up / spin down) ... -1.116 / -1.066 eV
Electronic energy ... -261.8835 a.u.
Energy above the lowest of the compared OMol25 structures with the same formula, charge and spin ... 7.632 eV



[7]
A cluster of 4 separate species, C2H2N2O in total at a distorted geometry. Source: the Open Molecules 2025 dataset; level of theory: ωB97M-V/def2-TZVPD.

The geometry in XYZ format:
```
7
Properties=species:S:1:pos:R:3:lowdin_charge:R:1
C -1.207 -0.632 1.020 -0.498
C 1.221 0.771 0.196 -0.061
N -2.276 -1.171 0.854 0.220
N -0.261 -0.212 1.646 0.166
O 2.236 1.183 -0.095 0.096
H 0.294 0.352 -1.497 -0.015
H -0.006 -0.292 -2.125 0.092
```

Summary:
HOMO energy (spin up / spin down) ... -10.7 / -10.7 eV
LUMO energy (spin up / spin down) ... -2.744 / -2.763 eV
Electronic energy ... -261.9393 a.u.
Energy above the lowest of the compared OMol25 structures with the same formula, charge and spin ... 6.112 eV



[8]
A cluster of 2 separate species, C2H2N2O in total at a distorted geometry. Source: the Open Molecules 2025 dataset; level of theory: ωB97M-V/def2-TZVPD.

The geometry in XYZ format:
```
7
Properties=species:S:1:pos:R:3:lowdin_charge:R:1
C 1.983 -0.041 -0.146 -0.135
C 0.602 0.382 0.011 -0.271
N 2.800 -0.853 -0.320 0.188
N -3.073 -0.074 -0.248 0.114
O -0.217 0.169 -0.836 0.067
H 0.264 0.676 1.052 0.135
H -2.359 -0.259 0.487 -0.099
```

Summary:
HOMO energy (spin up / spin down) ... -11.2 / -11.1 eV
LUMO energy (spin up / spin down) ... -1.049 / -1.135 eV
Electronic energy ... -261.9453 a.u.
Energy above the lowest of the compared OMol25 structures with the same formula, charge and spin ... 5.949 eV



[9]
The molecule C2H2N2O at a distorted geometry. Source: the Open Molecules 2025 dataset; level of theory: ωB97M-V/def2-TZVPD.

The geometry in XYZ format:
```
7
Properties=species:S:1:pos:R:3:lowdin_charge:R:1
O -0.745 1.084 -1.689 0.078
C -0.479 1.013 -0.522 -0.565
N -0.036 0.379 0.494 0.148
C 0.591 -1.323 0.522 -0.146
N 0.449 -1.536 -0.621 0.189
H -0.630 1.869 0.265 0.192
H 0.850 -1.486 1.552 0.103
```

Summary:
HOMO energy ... -10.7 eV
LUMO energy ... -1.547 eV
Electronic energy ... -261.9994 a.u.
Energy above the lowest of the compared OMol25 structures with the same formula, charge and spin ... 4.476 eV



[10]
The molecule C2H2N2O at a distorted geometry. Source: the Open Molecules 2025 dataset; level of theory: ωB97M-V/def2-TZVPD.

The geometry in XYZ format:
```
7
Properties=species:S:1:pos:R:3:lowdin_charge:R:1
O 0.603 1.865 0.553 0.039
C -0.248 1.056 0.264 -0.301
C -0.221 -0.391 0.514 -0.112
N 0.772 -1.112 0.065 -0.093
N 1.470 -1.859 -0.410 0.244
H -1.153 1.342 -0.306 0.114
H -1.127 -0.979 0.475 0.108
```

Summary:
HOMO energy ... -9.4 eV
LUMO energy ... 0.118 eV
Electronic energy ... -262.0812 a.u.
Energy above the lowest of the compared OMol25 structures with the same formula, charge and spin ... 2.252 eV



[11]
A cluster of 2 separate species, C2H2N2O2 in total. Source: the Open Molecules 2025 dataset; level of theory: ωB97M-V/def2-TZVPD.

The geometry in XYZ format:
```
8
Properties=species:S:1:pos:R:3:lowdin_charge:R:1
N -1.138 -0.208 0.540 0.148
C -0.090 -0.575 1.060 -0.376
N 0.993 -0.790 1.587 0.146
H -1.928 -0.838 0.534 0.084
H 1.645 -1.279 0.984 0.078
O -0.961 2.039 -1.463 0.190
C 0.051 1.582 -1.117 -0.438
O 1.092 1.153 -0.805 0.169
```

Summary:
HOMO energy ... -10.8 eV
Structure (SMILES) ... N=C=N.O=C=O
LUMO energy ... 0.594 eV
Electronic energy ... -337.4220 a.u.
Energy above the lowest of the compared OMol25 structures with the same formula, charge and spin ... 0.065 eV



[12]
The molecule C2H2N2O2 at a distorted geometry. Source: the Open Molecules 2025 dataset; level of theory: ωB97M-V/def2-TZVPD.

The geometry in XYZ format:
```
8
Properties=species:S:1:pos:R:3:lowdin_charge:R:1
C 0.349 -0.493 1.141 -0.198
N -0.200 0.604 1.160 0.103
O -0.346 1.240 -0.037 0.063
C -0.356 0.524 -0.995 -0.387
N -0.146 -0.696 -1.245 0.167
O 0.640 -1.191 -0.001 -0.064
H 0.610 -1.062 1.998 0.134
H -0.498 1.126 -1.985 0.181
```

Summary:
HOMO energy ... -9.7 eV
Structure (SMILES) ... C1=NOC=NO1
LUMO energy ... 0.587 eV
Electronic energy ... -337.2201 a.u.
Energy above the lowest of the compared OMol25 structures with the same formula, charge and spin ... 5.560 eV